1.
Density functional theory data (ωB97M-V with the def2-TZVPD basis set) for a structure of composition C19H33N5P2PtS.

As for the spin multiplicity: 1. As for the total energy: -60337.3113 eV. The calculation puts the gap between HOMO and LUMO at 7.317 eV. The charge is +2. The calculation puts the energy above the lowest of the compared OMol25 structures with the same formula, charge and spin at 1.027 eV. Its LUMO energy is -0.2565 hartree.

```
61
C19H33N5P2PtS ωB97M-V with the def2-TZVPD basis set
Pt -0.390 -1.764 0.086
C -3.040 0.185 0.939
P -1.263 -0.008 1.152
C -0.523 1.540 0.583
N -0.985 2.708 0.969
C -0.275 3.784 0.553
C -0.716 5.081 0.920
C 0.012 6.165 0.538
C 1.207 6.016 -0.222
C 1.653 4.787 -0.594
C 0.914 3.636 -0.219
N 1.344 2.416 -0.620
C 0.604 1.402 -0.233
P 0.990 -0.283 -0.773
C 2.678 -0.591 -0.237
C 0.933 -0.366 -2.612
C -0.504 -0.107 -3.072
C 1.412 -1.765 -3.032
C 1.874 0.679 -3.227
C -0.916 -0.170 2.960
C -1.528 1.012 3.721
C -1.549 -1.479 3.450
C 0.598 -0.198 3.177
H -3.313 1.107 1.455
H -3.590 -0.656 1.357
H -3.278 0.284 -0.119
H -1.622 5.172 1.503
H -0.313 7.158 0.816
H 1.761 6.901 -0.505
H 2.557 4.654 -1.173
H 3.260 0.282 -0.543
H 3.088 -1.492 -0.689
H 2.712 -0.688 0.846
H -1.220 -0.789 -2.608
H -0.553 -0.237 -4.154
H -0.817 0.914 -2.850
H 0.897 -2.569 -2.505
H 2.481 -1.894 -2.866
H 1.236 -1.887 -4.102
H 1.597 1.696 -2.960
H 1.813 0.578 -4.312
H 2.914 0.515 -2.941
H -2.616 1.026 3.659
H -1.149 1.974 3.382
H -1.266 0.899 4.775
H -2.638 -1.451 3.402
H -1.274 -1.629 4.495
H -1.197 -2.352 2.895
H 1.070 0.740 2.873
H 1.076 -1.025 2.648
H 0.791 -0.329 4.242
N -1.422 -3.547 -1.677
N -0.748 -4.766 -1.568
C -0.043 -5.071 -0.468
N 0.446 -6.298 -0.376
S 0.286 -3.959 0.809
H -2.396 -3.674 -1.410
H -1.390 -3.229 -2.639
H -0.937 -5.478 -2.261
H 0.272 -7.014 -1.065
H 1.001 -6.545 0.428
```

natural (NBO) population analysis, charges in e, atoms 1 to 4: number 1, Pt, carries 0.25; number 2, C, carries -0.98; number 3, P, carries 1.22; number 4, C, carries -0.10



2.
Density functional theory data (ωB97M-V with the def2-TZVPD basis set) for a cluster of 2 separate species, C19H34ClN2O4 in total in a non-equilibrium geometry.

As for the spin multiplicity: 2. As for the total energy: -43944.3686 eV. The calculation puts the gap between HOMO and LUMO (spin up / spin down) at 8.088 / 8.123 eV. The charge is 0. Its LUMO energy (spin up / spin down) is 0.0169 / 0.0168 hartree.

```
60
C19H34ClN2O4 ωB97M-V with the def2-TZVPD basis set
C 0.580 3.423 -0.330
C -0.141 2.599 0.723
C -1.541 3.081 1.008
N 0.382 1.649 1.383
C 0.764 0.315 0.924
C -0.528 -0.497 0.644
C -0.949 -0.881 -0.771
C -0.264 -2.102 -1.380
Cl -0.923 0.473 -1.961
C 1.440 -0.357 2.148
C 2.643 0.442 2.681
C 2.238 1.386 3.812
C 3.643 -0.560 3.328
N 3.338 1.202 1.610
O 3.182 2.471 1.635
C 3.278 0.600 0.262
C 4.161 -0.650 0.155
C 3.873 1.607 -0.733
C 1.825 0.257 -0.188
H 1.633 3.461 -0.070
H 0.189 4.439 -0.285
H 0.410 3.030 -1.332
H -2.028 2.470 1.760
H -2.103 3.172 0.080
H -1.471 4.094 1.420
H -0.461 -1.439 1.192
H -1.353 0.040 1.106
H -1.997 -1.166 -0.701
H -0.154 -2.900 -0.650
H 0.666 -1.841 -1.877
H -0.928 -2.467 -2.163
H 1.790 -1.326 1.788
H 0.686 -0.461 2.924
H 1.542 2.148 3.485
H 3.122 1.822 4.271
H 1.745 0.779 4.571
H 3.393 -0.668 4.381
H 4.649 -0.145 3.302
H 3.626 -1.537 2.856
H 4.132 -1.016 -0.868
H 5.177 -0.416 0.464
H 3.773 -1.455 0.777
H 4.864 1.927 -0.420
H 4.000 1.073 -1.676
H 3.216 2.446 -0.920
H 1.861 -0.786 -0.505
H 1.576 0.831 -1.074
C -6.708 -1.410 -3.244
C -5.356 -1.713 -2.649
C -4.394 -2.418 -3.580
O -3.573 -3.154 -2.664
C -4.317 -3.399 -1.555
O -4.005 -4.145 -0.688
O -5.457 -2.669 -1.577
H -7.241 -2.334 -3.468
H -7.319 -0.843 -2.543
H -6.601 -0.827 -4.159
H -4.906 -0.803 -2.242
H -3.787 -1.730 -4.163
H -4.893 -3.119 -4.253
```

natural (NBO) population analysis, charges in e, atoms 1 to 4: number 1, C, carries -0.73; number 2, C, carries 0.48; number 3, C, carries -0.69; number 4, N, carries -0.59



3.
Density functional theory data (ωB97M-V with the def2-TZVPD basis set) for a structure of composition C19H34IrN5O3S2 in a non-equilibrium geometry.

As for the spin multiplicity: 2. As for the total energy: -58328.2961 eV. The calculation puts the gap between HOMO and LUMO (spin up / spin down) at 6.756 / 5.402 eV. The charge is +3. The calculation puts the energy above the lowest of the compared OMol25 structures with the same formula, charge and spin at 6.110 eV. Its LUMO energy (spin up / spin down) is -0.3996 / -0.4496 hartree.

```
64
C19H34IrN5O3S2 ωB97M-V with the def2-TZVPD basis set
Ir 0.538 0.149 0.124
C 1.448 1.125 -3.313
C 0.606 -0.139 -3.105
N 0.947 -0.920 -1.919
C 2.224 -1.631 -1.965
C 2.574 -2.167 -0.579
N 2.599 -1.062 0.393
C 3.051 -1.467 1.732
C 2.748 -0.424 2.821
C 2.796 1.037 2.373
N 1.508 1.448 1.801
C 1.447 2.816 1.268
C 2.204 2.951 -0.059
N 1.931 1.834 -0.982
C 1.293 2.203 -2.245
H 1.127 1.556 -4.261
H 2.503 0.869 -3.434
H 0.723 -0.762 -4.003
H -0.447 0.139 -3.027
H 0.184 -1.599 -1.765
H 3.008 -0.958 -2.321
H 2.180 -2.471 -2.668
H 3.550 -2.669 -0.617
H 1.823 -2.896 -0.262
H 3.290 -0.387 0.060
H 4.132 -1.649 1.697
H 2.579 -2.412 2.005
H 3.474 -0.568 3.622
H 1.761 -0.615 3.247
H 3.587 1.219 1.646
H 3.017 1.658 3.249
H 0.814 1.375 2.544
H 1.863 3.536 1.985
H 0.396 3.061 1.101
H 3.277 3.008 0.130
H 1.889 3.895 -0.508
H 2.811 1.372 -1.209
H 1.754 3.120 -2.637
H 0.241 2.431 -2.047
O -1.544 -2.139 -1.290
S -2.447 -1.554 -0.332
O -2.832 -2.357 0.785
N -1.589 -0.232 0.245
C -2.011 0.889 -0.373
O -1.228 1.847 -0.404
C -3.323 0.757 -1.015
C -4.116 1.759 -1.568
C -5.332 1.394 -2.126
C -5.758 0.073 -2.135
C -4.959 -0.942 -1.598
C -3.752 -0.571 -1.065
H -3.802 2.791 -1.533
H -5.966 2.152 -2.563
H -6.718 -0.190 -2.555
H -5.282 -1.970 -1.618
C -1.234 -3.168 3.106
S -0.912 -1.424 3.002
C -2.445 -0.741 3.606
H -1.964 -3.427 2.330
H -1.664 -3.400 4.081
H -0.309 -3.718 2.948
H -2.601 -1.059 4.637
H -3.267 -1.116 2.996
H -2.398 0.344 3.566
```

natural (NBO) population analysis, charges in e, atoms 1 to 4: number 1, Ir, carries 1.21; number 2, C, carries -0.44; number 3, C, carries -0.23; number 4, N, carries -0.60



4.
Density functional theory data (ωB97M-V with the def2-TZVPD basis set) for a structure of composition C19H34N10O2PdS in a non-equilibrium geometry.

As for the spin multiplicity: 1. As for the total energy: -53528.4306 eV. The calculation puts the gap between HOMO and LUMO at 4.481 eV. The charge is +4. Its LUMO energy is -0.4799 hartree.

```
67
C19H34N10O2PdS ωB97M-V with the def2-TZVPD basis set
Pd 0.295 0.718 -1.159
N 0.160 -0.406 1.945
C 1.141 -0.415 2.800
C 1.118 0.235 4.126
C 0.542 -0.817 5.137
C 0.664 -0.366 6.599
N 1.973 -0.641 7.186
C 2.221 -0.603 8.511
N 3.423 -0.937 8.961
N 1.273 -0.239 9.362
C 3.005 1.705 0.545
O 3.791 1.712 1.375
O 2.190 1.687 -0.300
H -0.670 0.136 2.184
H -0.037 -1.255 1.418
H 1.857 -1.223 2.646
H 0.501 1.136 4.126
H 2.130 0.523 4.421
H 1.024 -1.790 5.010
H -0.518 -0.957 4.925
H -0.093 -0.920 7.158
H 0.431 0.700 6.676
H 2.745 -0.885 6.589
H 4.165 -1.229 8.348
H 3.628 -0.943 9.949
H 0.359 0.057 9.065
H 1.453 -0.206 10.354
C 0.426 -0.242 -4.000
N 1.202 -0.385 -5.185
C 1.627 0.930 -5.678
N 2.464 1.598 -4.673
C 1.718 1.804 -3.472
N 1.267 0.452 -2.914
C 2.511 -0.405 -2.681
N 3.232 -0.552 -3.905
C 2.387 -1.206 -4.916
C 3.644 0.768 -4.403
H 0.125 -1.214 -3.613
H -0.449 0.381 -4.183
H 0.755 1.544 -5.905
H 2.205 0.798 -6.590
H 0.824 2.393 -3.681
H 2.330 2.298 -2.718
H 2.182 -1.376 -2.308
H 3.134 0.101 -1.945
H 2.086 -2.194 -4.567
H 2.960 -1.321 -5.834
H 4.205 0.637 -5.327
H 4.287 1.260 -3.672
N -2.111 2.440 -2.755
C -2.688 1.274 -2.450
S -1.787 0.024 -1.591
N -3.941 1.075 -2.776
C -4.835 -0.052 -2.642
C -4.410 -1.373 -2.630
C -5.357 -2.372 -2.454
C -6.704 -2.058 -2.329
C -7.117 -0.734 -2.392
C -6.183 0.274 -2.567
H -1.192 2.655 -2.413
H -2.615 3.178 -3.227
H -4.422 1.895 -3.135
H -3.385 -1.642 -2.835
H -5.045 -3.407 -2.460
H -7.435 -2.848 -2.226
H -8.164 -0.484 -2.294
H -6.504 1.308 -2.616
```

natural (NBO) population analysis, charges in e, atoms 1 to 4: number 1, Pd, carries 0.64; number 2, N, carries -0.65; number 3, C, carries 0.37; number 4, C, carries -0.52